# 1
ORCA calculation (ωB97M-V with the def2-TZVPD basis set) on the ion C13H16BrN2O6S with charge -1 in a non-equilibrium geometry.

Positions of all 39 atoms, in Å:
1 C 2.593 3.804 0.731
2 C 2.957 2.392 1.083
3 O 1.895 1.471 0.678
4 C 2.266 0.230 0.989
5 O 3.286 -0.062 1.568
6 N 1.260 -0.824 0.510
7 N 1.198 -1.627 1.589
8 C -0.058 -2.057 1.950
9 O -0.078 -3.094 2.625
10 O -1.144 -1.336 1.616
11 C -2.328 -2.049 2.058
12 C -3.523 -1.140 2.055
13 C 1.738 -1.590 -0.652
14 Br 0.754 -3.249 -0.999
15 S 1.657 -0.502 -2.129
16 O 2.386 0.719 -1.879
17 O 1.972 -1.316 -3.273
18 C -0.086 -0.062 -2.137
19 C -0.975 -0.854 -2.859
20 C -2.334 -0.558 -2.817
21 C -2.782 0.552 -2.091
22 C -1.875 1.357 -1.403
23 C -0.512 1.053 -1.425
24 H 3.494 4.412 0.884
25 H 2.268 3.926 -0.308
26 H 1.806 4.184 1.391
27 H 3.080 2.280 2.164
28 H 3.885 2.084 0.580
29 H -2.134 -2.425 3.070
30 H -2.479 -2.912 1.389
31 H -4.424 -1.751 2.169
32 H -3.481 -0.459 2.909
33 H -3.616 -0.542 1.146
34 H 2.810 -1.860 -0.574
35 H -0.592 -1.699 -3.430
36 H -3.036 -1.189 -3.360
37 H -3.846 0.786 -2.070
38 H -2.212 2.235 -0.849
39 H 0.210 1.672 -0.899

Properties
HOMO level = -3.53 eV
orbital gap = 6.4 eV
total charge = -1
SMILES string = CCOC(=O)N(/N=C(/[O-])OCC)[C@@H](Br)S(=O)(=O)c1ccccc1
max |F| = 4.36 eV/Å
calculated total energy = -109882.6050 eV



# 2
ORCA calculation (ωB97M-V with the def2-TZVPD basis set) on a structure of composition C5H9CsO6 in a non-equilibrium geometry.

Positions of all 21 atoms, in Å:
1 H -2.588 2.079 -0.680
2 C -2.137 1.114 -0.342
3 C -3.093 0.380 0.586
4 O -4.150 -0.089 -0.250
5 C -4.931 -1.044 0.231
6 O -4.891 -1.482 1.356
7 O -5.653 -1.546 -0.762
8 Cs 2.926 1.723 -1.164
9 O -0.957 1.439 0.231
10 H -1.986 0.561 -1.293
11 H -3.496 1.044 1.361
12 H -2.585 -0.467 1.065
13 H -6.241 -2.227 -0.411
14 C 1.491 -2.436 0.830
15 C 2.749 -3.159 0.409
16 O 2.805 -4.357 0.301
17 O 1.685 -1.040 0.766
18 H 1.246 -2.750 1.857
19 H 3.641 -2.515 0.231
20 H 0.669 -2.767 0.172
21 H 0.912 -0.575 1.201

Properties
HOMO level (alpha / beta) = -12.80 / -12.80 eV
orbital gap (alpha / beta) = 9.0 / 7.7 eV
total charge = +1
max |F| = 1.93 eV/Å
2S+1 = 2
calculated total energy = -18155.8717 eV
⟨S²⟩ = 0.7542



# 3
ORCA calculation (ωB97M-V with the def2-TZVPD basis set) on the molecule C4H5NOS2 in a non-equilibrium geometry.

Positions of all 13 atoms, in Å:
1 C -2.225 2.147 -1.056
2 C -1.244 1.099 -0.627
3 N -1.305 -0.081 -1.095
4 S -0.073 -1.212 -0.794
5 C 0.831 -0.585 0.540
6 S 2.138 -1.333 1.136
7 C 0.237 0.649 1.172
8 O -0.327 1.575 0.243
9 H -1.650 3.024 -1.460
10 H -2.786 2.510 -0.218
11 H -2.894 1.743 -1.824
12 H -0.558 0.341 1.878
13 H 1.001 1.206 1.706

Properties
HOMO level = -8.82 eV
orbital gap = 8.4 eV
SMILES string = CC1=NSC(=S)CO1
max |F| = 1.29 eV/Å
relative energy (zero: lowest compared OMol25 entry of this formula, charge and spin) = 0.8474 eV
calculated total energy = -29436.2467 eV



# 4
ORCA calculation (ωB97M-V with the def2-TZVPD basis set) on a structure of composition C2H8N2 in a non-equilibrium geometry.

Positions of all 12 atoms, in Å:
1 C 0.567 0.459 -0.437
2 C -0.884 0.566 0.220
3 H 2.263 -0.218 0.975
4 H 2.254 -1.031 -0.602
5 H 1.230 1.335 0.087
6 H 0.586 0.411 -1.700
7 H -0.909 0.593 1.486
8 H -1.380 1.563 -0.277
9 H -2.543 -0.956 0.338
10 H -0.935 -1.524 0.070
11 N 1.242 -0.580 0.162
12 N -1.491 -0.618 -0.322

Properties
HOMO level = -9.09 eV
orbital gap = 9.7 eV
max |F| = 10.83 eV/Å
relative energy (zero: lowest compared OMol25 entry of this formula, charge and spin) = 5.9132 eV
calculated total energy = -5177.8247 eV



# 5
ORCA calculation (ωB97M-V with the def2-TZVPD basis set) on the molecule C5H10O.

Positions of all 16 atoms, in Å:
1 C -0.419 0.601 -1.589
2 C 0.053 -0.248 -0.405
3 C 1.566 -0.502 -0.554
4 C -0.248 0.316 0.984
5 C -1.274 -0.135 1.937
6 O 0.055 -0.623 2.013
7 H -1.504 0.743 -1.607
8 H -0.135 0.102 -2.524
9 H 0.062 1.587 -1.598
10 H -0.450 -1.223 -0.452
11 H 1.776 -1.000 -1.510
12 H 1.957 -1.136 0.247
13 H 2.129 0.440 -0.554
14 H 0.018 1.353 1.196
15 H -1.501 0.513 2.788
16 H -2.084 -0.791 1.627

Properties
HOMO level = -10.16 eV
orbital gap = 11.3 eV
SMILES string = CC(C)[C@H]1CO1
max |F| = 0.74 eV/Å
relative energy (zero: lowest compared OMol25 entry of this formula, charge and spin) = 1.4000 eV
calculated total energy = -7393.3654 eV



# 6
ORCA calculation (ωB97M-V with the def2-TZVPD basis set) on the molecule C6H8O2 in a non-equilibrium geometry.

Positions of all 16 atoms, in Å:
1 O -1.714 -1.244 0.512
2 C -0.947 -0.515 -0.367
3 C -1.302 0.930 -0.405
4 C -0.285 1.809 -0.172
5 C 0.980 1.076 -0.048
6 C 1.088 0.189 1.160
7 C 0.612 -0.433 -0.103
8 O 1.498 -1.348 -0.637
9 H -1.332 -1.518 1.327
10 H -1.056 -1.017 -1.324
11 H -2.318 1.226 -0.702
12 H -0.374 2.862 -0.214
13 H 1.844 1.662 -0.313
14 H 0.425 0.373 1.978
15 H 2.107 -0.008 1.454
16 H 1.543 -1.182 -1.598

Properties
HOMO level = -8.69 eV
orbital gap = 9.6 eV
SMILES string = O[C@H]1C=C[C@H]2C[C@@]12O
max |F| = 3.51 eV/Å
relative energy (zero: lowest compared OMol25 entry of this formula, charge and spin) = 2.3653 eV
calculated total energy = -10444.3610 eV



# 7
ORCA calculation (ωB97M-V with the def2-TZVPD basis set) on the molecule C3H7NO3 in a non-equilibrium geometry.

Positions of all 14 atoms, in Å:
1 O 0.044 -2.622 0.831
2 C 0.167 -1.426 0.840
3 O 0.922 -0.804 1.792
4 N -0.530 -0.545 0.021
5 C -0.007 0.825 -0.082
6 C -0.359 1.256 -1.487
7 O -0.142 2.699 -1.609
8 H 1.040 -1.554 2.407
9 H -1.516 -0.728 -0.084
10 H -0.261 1.532 0.701
11 H 1.078 0.637 -0.109
12 H -1.408 1.136 -1.747
13 H 0.343 0.703 -2.120
14 H -0.796 2.965 -2.270

Properties
HOMO level = -10.11 eV
orbital gap = 10.8 eV
SMILES string = O=C(O)NCCO
max |F| = 1.95 eV/Å
relative energy (zero: lowest compared OMol25 entry of this formula, charge and spin) = 1.4566 eV
calculated total energy = -10856.9112 eV



# 8
ORCA calculation (ωB97M-V with the def2-TZVPD basis set) on the molecule C5H9NO2 in a non-equilibrium geometry.

Positions of all 17 atoms, in Å:
1 C 1.907 0.017 -0.101
2 C 0.570 -0.517 -0.546
3 C -0.106 -1.574 0.300
4 C -0.844 -0.292 0.158
5 N -2.050 -0.200 -0.558
6 O -0.801 0.606 1.237
7 C -0.499 1.861 0.809
8 O -0.737 2.384 -0.241
9 H 2.083 1.013 -0.508
10 H 1.971 0.045 0.985
11 H 2.708 -0.627 -0.471
12 H 0.485 -0.651 -1.620
13 H 0.323 -1.768 1.273
14 H -0.530 -2.447 -0.174
15 H -2.173 -0.960 -1.212
16 H -2.159 0.695 -1.025
17 H -0.149 2.414 1.695

Properties
HOMO level = -8.82 eV
orbital gap = 9.8 eV
SMILES string = C[C@H]1C[C@@]1(N)OC=O
max |F| = 2.30 eV/Å
relative energy (zero: lowest compared OMol25 entry of this formula, charge and spin) = 1.6119 eV
calculated total energy = -10914.9638 eV



# 9
ORCA calculation (ωB97M-V with the def2-TZVPD basis set) on a structure of composition C14H20AuCl2N2O2Te in a non-equilibrium geometry.

Positions of all 42 atoms, in Å:
1 Au -0.397 1.696 -0.685
2 Cl -1.067 1.491 -3.956
3 C -0.598 2.111 -5.556
4 Cl -1.920 3.000 -6.308
5 H -0.352 1.274 -6.208
6 H 0.245 2.790 -5.439
7 C -2.982 -1.312 -3.462
8 N -3.137 -0.983 -2.058
9 C -2.301 -1.767 -1.163
10 C -3.360 0.264 -1.733
11 N -3.654 1.328 -1.402
12 H -1.919 -1.380 -3.716
13 H -3.458 -0.548 -4.077
14 H -3.452 -2.280 -3.653
15 H -1.252 -1.678 -1.462
16 H -2.612 -2.811 -1.229
17 H -2.426 -1.411 -0.142
18 C 1.200 0.126 6.084
19 C 1.317 0.161 4.587
20 C 1.651 1.316 3.905
21 C 1.751 1.337 2.519
22 C 2.144 2.617 1.850
23 C 1.493 0.190 1.771
24 Te 1.621 0.149 -0.387
25 C 1.184 -0.982 2.463
26 C 0.968 -2.267 1.723
27 C 1.095 -0.989 3.845
28 H 1.236 1.132 6.497
29 H 2.015 -0.459 6.515
30 H 0.259 -0.344 6.368
31 H 1.856 2.222 4.466
32 H 2.544 3.321 2.578
33 H 1.282 3.075 1.357
34 H 2.894 2.421 1.084
35 H 0.241 -2.135 0.923
36 H 0.624 -3.050 2.399
37 H 1.903 -2.591 1.265
38 H 0.860 -1.914 4.363
39 O 0.187 -1.319 -2.875
40 C 1.125 -0.779 -3.457
41 O 1.873 0.124 -3.067
42 H 1.322 -1.147 -4.530

Properties
HOMO level = -3.99 eV
orbital gap = 6.3 eV
total charge = -1
max |F| = 1.72 eV/Å
relative energy (zero: lowest compared OMol25 entry of this formula, charge and spin) = 1.1826 eV
calculated total energy = -57948.8936 eV